Density functional theory data (ωB97M-V/def2-TZVPD) for a 2-piece molecular cluster, C2H3ClNP overall at a distorted geometry.

SMILES: [H]/N=c1/cp1.Cl
HOMO: -8.4 eV
total energy: -25420.8047 eV
ΔE to the lowest compared entry with this formula, charge and spin: 45.8 kcal/mol

Element x y z (Å)
H 1.880 -1.448 -2.008
N 1.937 -1.434 -0.915
C 1.397 -0.555 -0.196
C 1.072 -0.052 1.144
P 0.072 0.796 0.088
H 1.367 0.047 2.181
Cl -4.220 -0.396 -0.279
H -3.820 -0.183 0.948

=====

Density functional theory data (ωB97M-V/def2-TZVPD) for one molecule with the formula C2H3ClO at a distorted geometry.

SMILES: Cl[C@@H]1CO1
HOMO: -9.4 eV
total energy: -16689.6037 eV
ΔE to the lowest compared entry with this formula, charge and spin: 66.3 kcal/mol

Element x y z (Å)
Cl -0.915 -1.384 -2.200
C -0.511 0.047 -1.201
C -0.305 -0.127 0.580
O -1.346 0.483 -0.188
H 0.143 0.720 -1.621
H -0.557 -1.229 0.666
H 0.339 0.368 1.293

=====

Density functional theory data (ωB97M-V/def2-TZVPD) for C2H3ClO2 as an isolated structure at a distorted geometry.

HOMO: -10.6 eV
total energy: -18738.0288 eV
ΔE to the lowest compared entry with this formula, charge and spin: 46.6 kcal/mol

Element x y z (Å)
C 0.688 -0.273 -0.745
C -0.558 0.164 0.709
O -0.726 -0.040 -0.761
O 0.723 -0.252 0.708
Cl -0.940 1.837 1.256
H 0.653 -1.273 -1.102
H 1.438 0.317 -1.201
H -1.278 -0.481 1.136

=====

> Among the records above, which one has the highest total energy?

C2H3ClO